Entry 1:
A structure of composition C21H14CoN3S. Source: OMol25; level of theory: ωB97M-V/def2-TZVPD.

Element x y z (Å)
Co1 -0.024 -0.060 -0.027
S1 0.298 -3.789 -2.423
C1 -1.308 -3.779 -1.845
C2 -1.625 -2.667 -1.054
C3 -0.578 -1.782 -0.884
C4 0.565 -2.295 -1.603
C5 1.811 -1.576 -1.605
C6 2.949 -2.011 -2.278
C7 4.103 -1.244 -2.219
C8 4.086 -0.069 -1.494
C9 2.911 0.312 -0.842
N1 1.801 -0.409 -0.888
H1 -1.962 -4.599 -2.115
H2 -2.610 -2.540 -0.627
H3 2.929 -2.937 -2.838
H4 5.000 -1.561 -2.733
H5 4.964 0.557 -1.424
H6 2.867 1.228 -0.267
C10 -0.075 0.115 4.321
C11 0.180 -0.325 3.020
N2 -0.201 0.355 1.949
C12 -0.872 1.527 2.127
C13 -1.167 2.040 3.387
C14 -0.746 1.295 4.503
C15 -1.879 3.283 3.499
C16 -2.267 3.957 2.399
C17 -1.977 3.450 1.086
C18 -2.364 4.112 -0.094
C19 -2.057 3.568 -1.312
C20 -1.361 2.358 -1.358
N3 -0.981 1.711 -0.265
C21 -1.287 2.249 0.949
H7 0.258 -0.478 5.161
H8 0.705 -1.256 2.844
H9 -0.956 1.659 5.502
H10 -2.101 3.669 4.485
H11 -2.804 4.892 2.490
H12 -2.904 5.049 -0.030
H13 -2.344 4.054 -2.233
H14 -1.108 1.900 -2.306

Atoms 1-2, force components in eV/Å:
-0.20 0.13 0.15
-0.17 0.04 0.09

LUMO energy (alpha / beta)	-0.2518 / -0.3418	Eh
HOMO level (alpha / beta)	-0.5427 / -0.5450	Eh
2S+1	5
charge	+2
⟨S²⟩	6.04



Entry 2:
A structure of composition C21H14GaN2O8S in a non-equilibrium geometry. Source: OMol25; level of theory: ωB97M-V/def2-TZVPD.

Element x y z (Å)
Ga1 0.095 -0.251 0.218
O1 5.942 -0.105 -1.650
C1 4.648 -0.116 -1.276
C2 3.922 1.062 -1.056
C3 2.587 0.954 -0.724
N1 1.998 -0.237 -0.645
C4 2.703 -1.363 -0.674
C5 4.036 -1.354 -1.016
C6 1.926 -2.525 -0.045
O2 2.320 -3.665 -0.139
O3 0.895 -2.112 0.603
C7 1.692 2.058 -0.177
O4 1.982 3.225 -0.300
O5 0.659 1.593 0.448
H1 6.255 0.804 -1.747
H2 4.390 2.035 -1.089
H3 4.610 -2.265 -1.037
N2 -1.949 1.579 -0.119
C8 -2.077 2.223 1.144
C9 -1.423 3.429 1.374
C10 -1.517 4.038 2.612
C11 -2.263 3.445 3.607
C12 -2.912 2.250 3.396
C13 -2.823 1.632 2.157
S1 -2.474 4.379 5.150
O6 -1.125 4.787 5.522
O7 -3.115 3.454 6.077
O8 -3.333 5.477 4.709
H4 -2.809 1.107 -0.379
H5 -1.686 2.253 -0.830
H6 -0.821 3.864 0.589
H7 -1.024 4.973 2.830
H8 -3.479 1.823 4.210
H9 -3.326 0.692 1.968
C14 -1.612 -1.187 0.022
C15 -2.588 -1.900 -0.020
C16 -3.738 -2.732 -0.038
C17 -3.938 -3.636 1.007
C18 -5.067 -4.432 1.025
C19 -6.004 -4.345 0.007
C20 -5.795 -3.467 -1.045
C21 -4.670 -2.663 -1.074
H10 -3.202 -3.701 1.795
H11 -5.220 -5.123 1.840
H12 -6.892 -4.959 0.034
H13 -6.517 -3.406 -1.845
H14 -4.504 -1.983 -1.898

Atoms 1-2, force components in eV/Å:
0.15 -0.57 -0.38
-0.10 -0.02 0.08

LUMO energy	0.0404	Eh
HOMO level	-0.1861	Eh
charge	-1
relative energy (zero: lowest compared OMol25 entry of this formula, charge and spin)	10.0	kcal/mol



no.,calculated total energy (eV)
1,-74922.598
2,-104578.181